Entry from the Open Molecules 2025 dataset: a structure of composition C24H20AsNSTi at a distorted geometry (ωB97M-V/def2-TZVPD).

Values from the calculation:
* frontier orbital gap (alpha / beta): 7.15 / 9.12 eV
* HOMO energy (alpha / beta): -6.57 / -8.59 eV

ORCA input file:
```
! wB97M-V def2-TZVPD RIJCOSX def2/J DEFGRID3
* xyz 0 3
Ti 0.504 -2.324 0.963
C 0.443 -2.858 3.111
C 1.360 -3.723 2.465
C 2.440 -2.946 1.976
C 2.190 -1.598 2.315
C 0.955 -1.541 3.018
H -0.439 -3.167 3.649
H 1.299 -4.799 2.424
H 3.340 -3.337 1.530
H 2.879 -0.779 2.179
H 0.532 -0.660 3.474
S 1.362 -3.826 -2.210
C 0.301 -3.365 -1.113
N -0.613 -3.089 -0.379
C 1.886 4.085 1.266
C 0.529 3.885 1.466
C -0.055 2.674 1.119
C 0.713 1.661 0.555
C 2.082 1.858 0.391
C 2.666 3.066 0.737
As -0.029 -0.078 0.056
C 0.283 -0.065 -1.872
C -0.736 -0.039 -2.818
C -0.431 -0.012 -4.171
C 0.891 -0.009 -4.588
C 1.911 -0.081 -3.652
C 1.607 -0.124 -2.301
C -1.942 0.242 0.190
C -2.702 -0.634 0.958
C -4.071 -0.444 1.084
C -4.683 0.621 0.442
C -3.933 1.501 -0.328
C -2.566 1.313 -0.450
H 2.339 5.031 1.533
H -0.078 4.671 1.895
H -1.109 2.516 1.298
H 2.695 1.059 -0.008
H 3.730 3.214 0.603
H -1.769 -0.070 -2.501
H -1.230 0.003 -4.901
H 1.126 0.032 -5.644
H 2.942 -0.130 -3.978
H 2.401 -0.234 -1.572
H -2.216 -1.470 1.446
H -4.666 -1.124 1.679
H -5.751 0.769 0.539
H -4.414 2.330 -0.832
H -1.972 1.996 -1.046
*
```

Here are the natural (NBO) charges for atoms 1 to 6, given in e:
1 Ti 0.80
2 C -0.35
3 C -0.33
4 C -0.32
5 C -0.33
6 C -0.35

***

Entry from the Open Molecules 2025 dataset: a structure of composition C24H20B2Cl3F4N10O2W at a distorted geometry (ωB97M-V/def2-TZVPD).

Values from the calculation:
* relative energy (zero: lowest compared OMol25 entry of this formula, charge and spin): 86.9 kJ/mol
* frontier orbital gap (alpha / beta): 6.57 / 6.00 eV
* HOMO energy (alpha / beta): -10.78 / -10.78 eV

ORCA input file:
```
! wB97M-V def2-TZVPD RIJCOSX def2/J DEFGRID3
* xyz 1 3
W -0.282 -0.717 -0.412
C -3.865 1.537 0.405
C -3.059 0.762 -0.418
N -2.058 0.250 0.298
N -2.183 0.687 1.565
C -3.275 1.454 1.654
B -1.316 0.053 2.662
N 0.191 0.310 2.441
C 0.998 1.104 3.138
C 2.300 0.912 2.708
C 2.189 -0.040 1.711
N 0.911 -0.425 1.545
N -1.465 -1.457 2.522
C -1.844 -2.335 3.457
C -1.615 -3.604 2.976
C -1.075 -3.397 1.711
N -0.988 -2.092 1.429
H -4.751 2.080 0.132
H -3.134 0.557 -1.472
H -3.566 1.869 2.604
H -1.659 0.440 3.741
H 0.601 1.732 3.918
H 3.194 1.379 3.080
H 2.974 -0.487 1.128
H -2.237 -1.989 4.397
H -1.802 -4.542 3.466
H -0.746 -4.156 1.034
O 3.634 3.249 -1.424
C 2.620 3.881 -0.812
C 2.770 5.256 -0.614
C 1.778 5.980 0.004
C 0.603 5.363 0.447
C 0.448 4.013 0.258
C 1.445 3.248 -0.371
C 1.226 1.816 -0.523
O 0.135 1.300 -0.075
N 2.144 1.057 -1.094
N 1.734 -0.238 -1.059
C 2.590 -1.146 -1.362
C 2.120 -2.514 -1.292
C 2.917 -3.587 -1.630
C 2.350 -4.855 -1.638
C 1.007 -4.976 -1.345
C 0.273 -3.847 -1.011
N 0.819 -2.627 -0.928
H 3.408 2.304 -1.518
H 3.681 5.723 -0.961
H 1.912 7.045 0.144
H -0.173 5.943 0.926
H -0.453 3.510 0.582
H 3.595 -0.872 -1.660
H 3.950 -3.422 -1.902
H 2.944 -5.720 -1.899
H 0.505 -5.932 -1.387
H -0.782 -3.911 -0.830
Cl -3.859 -3.697 -3.880
C -3.347 -2.984 -2.447
Cl -4.411 -3.031 -1.134
Cl -1.064 -2.313 -3.718
C -2.063 -2.343 -2.272
N -1.722 -1.879 -1.156
F -1.654 2.940 -1.801
B -1.127 2.517 -2.934
F -0.630 0.171 -2.075
F 0.148 2.721 -3.190
F -1.906 1.971 -3.845
*
```

Here are the natural (NBO) charges for atoms 1 to 6, given in e:
1 W 2.11
2 C -0.32
3 C 0.04
4 N -0.33
5 N -0.30
6 C 0.03

***

Entry from the Open Molecules 2025 dataset: a structure of composition C24H20IrN4OS2 (ωB97M-V/def2-TZVPD).

Values from the calculation:
* relative energy (zero: lowest compared OMol25 entry of this formula, charge and spin): 42.4 kJ/mol
* frontier orbital gap (alpha / beta): 6.58 / 5.35 eV
* HOMO energy (alpha / beta): -14.08 / -14.05 eV

ORCA input file:
```
! wB97M-V def2-TZVPD RIJCOSX def2/J DEFGRID3
* xyz 2 2
Ir 0.910 0.282 -0.558
O 0.219 -0.207 -2.582
N 1.049 -0.903 -3.347
C 0.609 -1.287 -4.563
C 1.435 -1.989 -5.403
C 2.733 -2.301 -5.000
C 3.167 -1.886 -3.762
C 2.304 -1.175 -2.929
S 2.767 -0.620 -1.361
H -0.400 -0.988 -4.799
H 1.062 -2.284 -6.373
H 3.390 -2.858 -5.653
H 4.167 -2.093 -3.407
C 3.593 1.114 2.743
C 2.878 2.078 3.435
C 1.623 2.462 2.983
C 1.083 1.873 1.847
C 1.787 0.891 1.141
C 3.052 0.521 1.603
C -0.233 2.229 1.289
C -1.076 3.167 1.892
C -2.288 3.443 1.331
C -2.687 2.781 0.157
C -3.943 3.043 -0.443
C -4.312 2.397 -1.582
C -3.433 1.457 -2.156
C -2.213 1.181 -1.598
C -1.805 1.844 -0.428
N -0.568 1.590 0.158
H 4.579 0.823 3.081
H 3.299 2.540 4.317
H 1.075 3.220 3.526
H 3.641 -0.230 1.090
H -0.762 3.666 2.795
H -2.954 4.166 1.786
H -4.601 3.765 0.025
H -5.269 2.601 -2.042
H -3.725 0.941 -3.061
H -1.573 0.458 -2.070
C -2.044 -3.618 1.266
N -0.959 -2.954 1.991
C -0.637 -3.146 3.323
C 0.405 -2.337 3.601
N 0.708 -1.667 2.434
C -0.127 -2.048 1.466
S -0.206 -1.590 -0.216
H -2.524 -4.322 1.938
H -1.645 -4.156 0.409
H -2.771 -2.880 0.932
H -1.177 -3.835 3.947
H 0.948 -2.181 4.516
H 1.449 -0.983 2.310
*
```

Here are the natural (NBO) charges for atoms 1 to 6, given in e:
1 Ir 0.83
2 O -0.60
3 N 0.05
4 C 0.04
5 C -0.20
6 C -0.13